Density functional theory data (wB97M-V/def2-TZVPD) for 2 unconnected molecules or ions with the total composition C5H8O.

```
14
Properties=species:S:1:pos:R:3:mulliken_charge:R:1
C 0.344 -1.497 -0.539 -0.6912
C -0.492 -0.809 0.489 -0.0624
C 0.262 0.049 1.464 -0.5246
O 1.045 0.962 0.612 -0.1350
C 0.774 0.916 -0.667 -0.5323
C -0.255 -0.147 -0.852 0.0807
H 1.424 -1.534 -0.401 0.2096
H -0.075 -2.348 -1.065 0.2637
H -1.462 -1.210 0.767 0.3897
H 0.999 -0.475 2.075 0.2640
H -0.389 0.653 2.104 0.3015
H -0.242 2.597 -1.228 -0.1054
H -0.928 2.899 -1.131 0.1230
H -1.007 -0.057 -1.629 0.4186
```

For the HOMO energy, the calculation gives -8.45 eV. Its relative energy (zero: lowest compared OMol25 entry of this formula, charge and spin) is 101.19 kcal/mol. The value obtained for the gap between HOMO and LUMO is 0.34359 hartree. As for the spin multiplicity: 1. The value obtained for the maximum force is 0.4 eV/Å. The LUMO energy comes out at 0.9 eV.